# 1
The following is a quantum chemistry calculation of an isolated ion of composition C4H8N3S and charge +1 at a distorted geometry, from OMol25.

SMILES string: CS[C@]12N[C@H]1NC=[NH+]2
Total charge: +1
E_HOMO, eV: -12.672

XYZ file:
```
16
C4H8N3S ωB97M-V with the def2-TZVPD basis set
C 0.32 0.87 -0.26
C 1.99 -0.11 0.90
C 0.01 -0.59 0.22
C -2.22 -0.56 -1.48
N -0.60 0.75 0.81
N 1.71 0.94 0.15
N 1.08 -1.11 0.99
S -1.14 -1.72 -0.54
H 0.16 1.63 -1.03
H 2.90 -0.17 1.51
H -0.43 1.07 1.78
H -1.91 -0.31 -2.47
H -2.19 0.35 -0.92
H -3.21 -0.96 -1.51
H 2.21 1.79 0.17
H 1.32 -1.87 1.67
```

---

# 2
The following is a quantum chemistry calculation of C23H24NO2PbS4 as an isolated structure at a distorted geometry, from OMol25.

Total charge: -1
E_HOMO, eV: -2.837

XYZ file:
```
55
C23H24NO2PbS4 ωB97M-V with the def2-TZVPD basis set
Pb -2.72 1.36 3.43
S 0.85 1.36 3.56
C 1.61 -0.30 3.60
C 1.78 -0.74 4.92
C 1.79 -2.11 5.27
C 1.93 -3.00 4.22
C 1.69 -2.70 2.85
C 1.57 -1.31 2.58
S 1.11 -0.66 0.98
C 2.42 -1.46 -0.08
C 2.31 -0.91 -1.52
C 3.37 -0.97 -2.47
C 2.99 -0.36 -3.63
C 1.71 0.13 -3.89
C 0.70 -0.19 -2.95
C -0.66 0.37 -3.39
S -2.19 -0.15 -2.82
C -2.37 -1.67 -3.88
C -1.58 -2.01 -4.97
C -1.66 -3.30 -5.59
C -2.46 -4.27 -5.03
C -3.13 -3.98 -3.87
C -3.12 -2.72 -3.28
S -4.11 -2.63 -1.81
N 1.07 -0.59 -1.72
H 1.68 -0.17 5.80
H 1.77 -2.43 6.28
H 2.13 -4.05 4.43
H 1.63 -3.51 2.09
H 1.95 -2.39 -0.09
H 3.38 -1.59 0.51
H 4.38 -1.43 -2.50
H 3.71 -0.22 -4.43
H 1.53 0.49 -4.92
H -0.77 0.50 -4.50
H -0.58 1.40 -3.13
H -0.94 -1.24 -5.35
H -1.05 -3.46 -6.49
H -2.66 -5.25 -5.45
H -3.71 -4.68 -3.33
O -0.54 0.86 2.82
C -1.78 5.46 2.50
C -1.21 4.11 2.85
C -0.19 4.32 3.97
C -0.94 3.26 1.59
O -2.35 3.33 3.27
H -0.96 6.18 2.42
H -2.57 5.75 3.19
H -2.27 5.36 1.55
H 0.74 4.61 3.50
H 0.03 3.42 4.63
H -0.53 5.12 4.57
H 0.07 2.84 1.54
H -1.22 3.74 0.68
H -1.64 2.44 1.49
```

---

# 3
The following is a quantum chemistry calculation of C17H15BaBr4N4O3S2 as an isolated structure at a distorted geometry, from OMol25.

Total charge: -1
E_HOMO, eV: -3.974

XYZ file:
```
46
C17H15BaBr4N4O3S2 ωB97M-V with the def2-TZVPD basis set
Ba -0.29 -0.53 0.91
N -0.69 3.84 3.27
C -0.90 2.60 2.71
S 0.07 1.30 3.34
N -1.86 2.64 1.79
N -2.03 1.46 1.11
C -3.01 1.44 0.29
C -3.29 0.23 -0.55
C -4.37 0.21 -1.42
C -4.60 -0.91 -2.21
C -3.75 -2.00 -2.10
C -2.71 -1.93 -1.19
N -2.48 -0.85 -0.44
H -0.19 3.86 4.13
H -1.42 4.52 3.11
H -3.66 2.30 0.19
H -5.02 1.08 -1.48
H -5.43 -0.93 -2.90
H -3.90 -2.89 -2.70
H -2.03 -2.76 -1.03
Br 4.88 -5.49 -0.15
C 3.23 -4.66 0.25
C 2.12 -5.41 0.60
Br 2.21 -7.30 0.69
C 0.91 -4.75 0.89
Br -0.67 -5.71 1.33
C 0.77 -3.36 0.87
O -0.37 -2.74 1.13
C 1.94 -2.57 0.50
O 1.85 -1.27 0.47
C 3.12 -3.26 0.20
Br 4.58 -2.16 -0.30
O 0.27 0.73 -1.02
S 1.79 0.90 -1.15
C 1.95 2.38 -2.20
C 2.22 3.61 -1.32
C 1.74 3.25 0.09
C 2.28 1.84 0.33
H 0.99 2.42 -2.70
H 2.73 2.20 -2.94
H 1.72 4.50 -1.71
H 3.29 3.82 -1.29
H 0.65 3.22 0.14
H 2.08 3.94 0.86
H 1.88 1.37 1.24
H 3.37 1.80 0.36
```

---

# 4
The following is a quantum chemistry calculation of C14H29O4PSn as an isolated structure at a distorted geometry, from OMol25.

Total charge: +4
E_HOMO, eV: -24.208

XYZ file:
```
49
C14H29O4PSn ωB97M-V with the def2-TZVPD basis set
Sn -0.23 0.34 0.31
C 1.82 1.81 0.73
O 2.78 2.12 1.27
C 1.82 -1.37 -1.13
O 2.59 -2.04 -1.65
C -1.70 -1.70 -0.93
O -2.36 -2.63 -0.85
C 1.13 2.72 -2.54
P -0.37 1.84 -1.90
H -2.07 3.50 -1.76
H 1.53 3.28 -1.68
C -1.41 1.31 -3.33
H -1.46 2.22 -3.98
C 0.71 3.67 -3.67
H -0.09 4.35 -3.35
H 0.40 3.09 -4.56
H 1.58 4.28 -3.94
C 2.21 1.72 -3.00
H 1.94 1.26 -3.96
C -2.34 2.36 0.07
H 2.42 0.92 -2.27
H 3.15 2.28 -3.15
C -0.56 4.15 -0.30
H -1.77 1.87 0.89
H -2.93 3.13 0.59
H -3.02 1.62 -0.36
C -1.42 3.06 -0.97
H -1.20 4.73 0.38
H -0.18 4.86 -1.05
H 0.29 3.72 0.27
C -2.85 0.92 -2.94
H -2.87 0.08 -2.24
H -3.39 0.64 -3.86
H -3.39 1.77 -2.52
C -0.74 0.18 -4.13
H -0.53 -0.70 -3.52
H 0.20 0.51 -4.59
H -1.39 -0.10 -4.97
H -2.43 3.16 2.57
H -2.23 2.54 2.97
C 0.70 -2.67 3.74
C -0.03 -2.32 2.48
O -0.25 -0.89 2.42
H 1.71 -2.24 3.74
H 0.80 -3.75 3.78
H 0.13 -2.37 4.61
H 0.54 -2.57 1.57
H -1.00 -2.81 2.34
H -0.61 -0.63 3.29
```

---

# 5
The following is a quantum chemistry calculation of C21H42Cl3F4N4O10P3Rb as an isolated structure at a distorted geometry, from OMol25.

Total charge: +1
E_HOMO, eV: -10.369

XYZ file:
```
88
C21H42Cl3F4N4O10P3Rb ωB97M-V with the def2-TZVPD basis set
C 2.05 3.37 -0.45
C 1.42 2.32 0.68
P -0.43 2.05 0.33
C -1.52 2.19 1.89
C -0.70 2.21 3.31
O -0.75 0.61 -0.59
P 0.03 -0.79 0.07
O -0.85 -2.08 -0.34
O 1.65 -0.83 -0.58
C 1.76 -1.69 -1.77
F 0.70 -1.42 -2.81
F 1.76 -3.14 -1.34
C 3.21 -1.50 -2.58
F 3.80 -0.15 -2.41
F 2.91 -1.64 -4.05
O -0.07 -0.68 1.80
P 1.32 -1.36 2.60
N 0.78 -1.93 4.05
O 2.05 -2.72 1.78
O 2.42 -0.07 2.99
H 2.62 4.24 0.10
H 1.13 3.88 -1.00
H 2.76 2.85 -1.23
H 2.06 1.35 0.80
H 1.50 2.89 1.72
H -2.37 1.38 1.90
H -2.07 3.25 1.82
H -1.50 2.46 4.16
H 0.12 3.04 3.40
H -0.22 1.18 3.63
H 3.97 -2.38 -2.34
H -0.27 -1.78 4.11
H 2.82 -2.32 1.24
H 3.22 -0.04 2.40
Rb -3.23 4.52 1.41
C -5.93 8.40 -3.51
C -5.53 7.93 -2.13
O -4.23 7.36 -2.17
H -5.92 7.57 -4.22
H -6.93 8.84 -3.50
H -5.22 9.15 -3.89
H -6.23 7.17 -1.77
H -5.53 8.76 -1.42
H -3.62 8.05 -2.48
N 0.02 1.61 6.28
C -0.43 2.37 7.30
C -1.08 1.86 8.42
C -1.28 0.49 8.49
C -0.83 -0.32 7.45
C -0.19 0.28 6.38
H -0.25 3.44 7.20
H -1.42 2.52 9.21
H -1.79 0.05 9.34
H -0.97 -1.40 7.48
H 0.18 -0.31 5.55
C 2.45 -3.09 -7.52
Cl 1.19 -4.10 -6.79
Cl 3.66 -4.10 -8.34
Cl 1.75 -1.92 -8.64
H 2.95 -2.54 -6.72
C 8.01 -1.47 -4.32
C 7.68 -2.58 -3.34
O 6.30 -2.49 -2.97
O 7.72 -0.20 -3.73
H 9.06 -1.49 -4.61
H 7.39 -1.55 -5.22
H 8.27 -2.48 -2.43
H 7.86 -3.57 -3.78
H 5.77 -2.74 -3.75
H 6.91 -0.33 -3.19
C -8.05 1.04 2.01
C -6.98 2.12 1.96
N -6.10 3.02 1.91
H -7.72 0.23 2.67
H -8.98 1.45 2.39
H -8.22 0.63 1.01
C -0.87 -5.45 -0.37
C -1.57 -6.75 -0.67
O -1.95 -7.50 0.22
N -1.77 -7.08 -1.98
C -1.39 -6.33 -3.15
H -0.78 -5.32 0.71
H 0.13 -5.45 -0.80
H -1.45 -4.61 -0.77
H -2.24 -7.97 -2.10
H -2.30 -6.12 -3.73
H -0.72 -6.96 -3.75
H -0.89 -5.40 -2.91
```

---

# 6
The following is a quantum chemistry calculation of a 3-piece molecular cluster, C17H33BFNO6 overall at a distorted geometry, from OMol25.

SMILES string: FBc1cccnc1.COCCOCCOC.COCCOCCOC
E_HOMO, eV: -9.041

XYZ file:
```
59
C17H33BFNO6 ωB97M-V with the def2-TZVPD basis set
F 0.41 1.55 0.44
B -0.21 1.46 1.74
C -1.82 1.27 1.92
C -2.56 -0.08 1.71
C -4.12 -0.07 1.89
C -4.75 1.28 2.30
N -4.09 2.53 2.54
C -2.68 2.49 2.33
H 0.48 1.58 2.69
H -1.97 -1.02 1.41
H -4.73 -1.01 1.72
H -5.89 1.27 2.46
H -2.11 3.48 2.49
C 0.97 4.20 -0.74
O 1.66 4.70 -1.87
C 2.52 3.73 -2.46
C 2.66 3.97 -3.96
O 1.53 3.55 -4.72
C 0.34 4.32 -4.58
C 0.42 5.68 -5.26
O 1.21 6.59 -4.51
C 1.94 7.49 -5.32
H 1.67 3.99 0.07
H 0.27 4.96 -0.41
H 0.40 3.30 -0.99
H 2.14 2.71 -2.29
H 3.50 3.82 -1.97
H 3.50 3.36 -4.32
H 2.92 5.01 -4.17
H 0.05 4.41 -3.53
H -0.44 3.74 -5.07
H -0.59 6.11 -5.33
H 0.81 5.56 -6.28
H 2.55 6.95 -6.05
H 2.59 8.08 -4.68
H 1.25 8.16 -5.84
C -0.50 -6.40 5.47
O 0.19 -5.90 4.34
C 1.05 -6.87 3.75
C 1.20 -6.62 2.25
O 0.06 -7.04 1.49
C -1.12 -6.26 1.63
C -1.05 -4.90 0.95
O -0.25 -4.00 1.71
C 0.48 -3.09 0.90
H 0.20 -6.61 6.28
H -1.20 -5.63 5.80
H -1.07 -7.30 5.21
H 0.66 -7.88 3.91
H 2.03 -6.78 4.23
H 2.03 -7.23 1.89
H 1.45 -5.58 2.04
H -1.42 -6.17 2.68
H -1.91 -6.83 1.13
H -2.05 -4.46 0.89
H -0.65 -5.02 -0.06
H 1.09 -3.63 0.18
H 1.14 -2.51 1.55
H -0.21 -2.41 0.38
```

---

# 7
The following is a quantum chemistry calculation of C28H40IrNO6Se as an isolated structure, from OMol25.

E_HOMO, eV: -8.222

XYZ file:
```
77
C28H40IrNO6Se ωB97M-V with the def2-TZVPD basis set
Ir -0.76 0.87 -1.49
C 1.47 4.91 3.36
C 0.25 4.47 2.54
C -0.04 5.51 1.44
C -0.97 4.39 3.46
C 0.55 3.13 1.89
C 0.05 1.96 2.32
C 0.24 0.75 1.53
N -0.13 -0.39 1.97
C -0.42 -1.49 1.16
C 0.08 -2.75 1.46
C -0.29 -3.83 0.69
C -1.23 -3.63 -0.33
C -1.79 -2.40 -0.63
C -1.33 -1.30 0.11
O -1.77 -0.03 -0.11
C -2.76 -2.26 -1.81
C -3.45 -3.60 -2.12
C -3.88 -1.23 -1.56
C -1.94 -1.85 -3.04
C 0.35 -5.21 0.85
C 1.19 -5.50 -0.40
C 1.27 -5.27 2.08
C -0.72 -6.29 1.01
C 0.96 0.89 0.18
O 0.96 -0.07 -0.64
C 1.79 2.09 -0.03
C 1.51 3.13 0.77
C 2.81 2.13 -1.17
C 3.65 3.40 -1.08
C 2.11 2.12 -2.53
C 3.76 0.92 -1.06
H 1.29 5.89 3.80
H 2.36 4.98 2.73
H 1.68 4.20 4.16
H -0.48 6.40 1.89
H -0.73 5.12 0.69
H 0.87 5.83 0.93
H -1.21 5.38 3.83
H -0.79 3.75 4.32
H -1.84 4.01 2.92
H -0.59 1.87 3.19
H 0.77 -2.83 2.29
H -1.54 -4.50 -0.89
H -3.92 -4.01 -1.23
H -2.76 -4.34 -2.52
H -4.22 -3.43 -2.87
H -4.39 -1.43 -0.62
H -4.61 -1.32 -2.37
H -3.53 -0.21 -1.54
H -1.18 -2.60 -3.27
H -1.42 -0.89 -2.88
H -2.58 -1.71 -3.91
H 1.89 -4.69 -0.59
H 0.56 -5.62 -1.28
H 1.76 -6.42 -0.26
H 2.11 -4.58 1.98
H 1.68 -6.28 2.17
H 0.73 -5.04 3.00
H -1.44 -6.29 0.19
H -1.27 -6.17 1.94
H -0.25 -7.28 1.03
H 2.03 4.06 0.60
H 3.08 4.29 -1.33
H 4.48 3.33 -1.79
H 4.08 3.54 -0.08
H 1.44 2.97 -2.65
H 1.54 1.19 -2.69
H 2.86 2.16 -3.33
H 4.28 0.92 -0.10
H 4.51 0.99 -1.84
H 3.23 -0.02 -1.17
O -2.20 1.51 -2.68
Se -2.09 3.19 -2.30
O -1.48 4.02 -3.53
O -0.82 2.77 -1.16
O -3.42 3.71 -1.57
```

---

# 8
The following is a quantum chemistry calculation of one molecule with the formula C9H16N4O5 at a distorted geometry, from OMol25.

SMILES string: NC(=O)CC[C@H](NC(=O)[C@@H](N)CC(N)=O)C(=O)O
E_HOMO, eV: -9.033

XYZ file:
```
34
C9H16N4O5 ωB97M-V with the def2-TZVPD basis set
C -2.00 -1.16 1.20
C -0.93 -1.46 0.04
C -3.31 -0.63 0.39
C -2.96 0.79 -0.31
C 1.12 -0.86 -0.95
C 2.34 -1.71 -0.56
C 1.53 0.57 -1.46
C 1.71 1.74 -0.45
C 2.67 1.29 0.61
H -2.06 -0.31 3.01
H -1.32 0.54 1.88
H -2.43 -2.16 1.58
H -3.66 -1.31 -0.46
H -4.27 -0.57 0.92
H -4.73 0.55 -1.34
H -3.87 2.00 -1.64
H 0.37 -0.33 0.97
H 0.56 -1.31 -1.74
H 2.48 0.60 -1.94
H 0.72 0.72 -2.21
H 0.75 1.89 0.07
H 2.17 2.65 -0.91
H 4.13 2.62 0.05
H 4.62 1.53 1.34
H 2.93 -2.99 0.69
N -1.44 -0.36 2.26
N -3.83 1.03 -1.38
N 0.23 -0.87 0.14
N 3.93 1.81 0.57
O -1.20 -2.25 -0.84
O -2.03 1.60 -0.18
O 3.33 -1.77 -1.27
O 2.27 0.45 1.35
O 2.17 -2.34 0.56
```

---

| no. | LUMO level (eV) | Kohn-Sham gap (eV) |
| --- | --- | --- |
| 1 | -4.154 | 8.518 |
| 2 | 1.008 | 3.845 |
| 3 | 2.205 | 6.179 |
| 4 | -19.208 | 5.000 |
| 5 | -3.147 | 7.222 |
| 6 | -0.143 | 8.898 |
| 7 | -2.066 | 6.156 |
| 8 | 0.713 | 9.746 |